(1)
Below is a single C4H10O2 molecule, with properties calculated with ωB97M-V with the def2-TZVPD basis set.

As for the frontier orbital gap: 10.72 eV. For the HOMO energy, the calculation gives -0.366 Ha. Its structure (SMILES) is CC[C@@H](O)CO. The calculation puts the energy above the lowest of the compared OMol25 structures with the same formula, charge and spin at 18.3 kcal/mol. As for the LUMO energy: 0.8 eV.

Geometry as XYZ:
```
16
Properties=species:S:1:pos:R:3:nbo_charge:R:1
C 1.0403 0.2703 -1.9994 -0.605
C 0.3456 -0.6175 -0.9550 -0.409
C 0.1606 0.1190 0.3785 0.076
O -0.5089 1.3313 0.1173 -0.733
C -0.6686 -0.5784 1.4897 -0.088
O -0.9916 0.4471 2.4556 -0.741
H 1.1176 -0.2377 -2.9676 0.207
H 0.4857 1.1999 -2.1514 0.225
H 2.0606 0.5345 -1.6964 0.201
H -0.6207 -0.9485 -1.3609 0.200
H 0.9491 -1.5187 -0.7958 0.201
H 1.1666 0.3343 0.7798 0.151
H -0.8621 1.5544 1.0011 0.483
H -0.1424 -1.3762 2.0307 0.181
H -1.5888 -0.9878 1.0578 0.170
H -1.9430 0.4742 2.6158 0.482
```

(2)
Below is 2 unconnected molecules or ions with the total composition C3H13N4S, with properties calculated with ωB97M-V with the def2-TZVPD basis set.

As for the frontier orbital gap: 7.50 eV. For the HOMO energy, the calculation gives -0.435 Ha. Its total charge is +1. The calculation puts the energy above the lowest of the compared OMol25 structures with the same formula, charge and spin at 59.4 kcal/mol. As for the LUMO energy: -4.3 eV.

Geometry as XYZ:
```
21
Properties=species:S:1:pos:R:3:nbo_charge:R:1
C 2.4392 1.5947 -0.6036 -0.714
C 0.0335 0.5863 -0.4232 0.004
C 0.9875 1.7020 -0.8602 0.522
N -1.3852 0.9516 -0.6483 -0.865
N 0.5371 0.1669 0.8956 -0.820
N -0.7452 -3.0905 -0.5511 -0.990
N 0.3628 2.8673 -1.1764 -0.668
S -1.8889 -3.1231 0.7061 0.116
H 2.4603 1.4220 0.4437 0.296
H 2.6819 0.5895 -1.0445 0.283
H 3.0621 2.4818 -0.9203 0.259
H 0.2279 -0.2367 -1.0255 0.226
H -1.7751 0.1760 -1.1658 0.405
H -1.8294 1.1685 0.2664 0.399
H 0.4041 0.8627 1.6775 0.366
H -0.1870 -0.4213 1.3255 0.393
H -0.1311 -3.8343 -0.5084 0.384
H 0.9726 3.6950 -1.2605 0.446
H -1.0336 -2.7856 -1.4388 0.371
H -0.6259 2.6779 -1.2496 0.464
H -2.4619 -4.4682 0.7364 0.124
```

(3)
Below is a single C8H9BrClIO2 molecule, with properties calculated with ωB97M-V with the def2-TZVPD basis set.

As for the frontier orbital gap (alpha / beta): 8.18 / 8.18 eV. For the HOMO energy (alpha / beta), the calculation gives -0.321 / -0.321 Ha. The calculation puts the energy above the lowest of the compared OMol25 structures with the same formula, charge and spin at 96.8 kcal/mol. As for the LUMO energy (alpha / beta): -0.6 / -0.6 eV.

Geometry as XYZ:
```
22
Properties=species:S:1:pos:R:3:nbo_charge:R:1
C 0.8277 -2.4354 1.0222 0.820
C 0.5848 -0.9479 1.2481 -0.418
C 1.5574 0.0225 0.8642 0.170
C 0.3374 -0.1145 0.0213 -0.073
C 3.0546 -1.8274 0.4840 0.081
C 0.3783 -0.6583 -1.3848 -0.598
C -0.5176 1.1246 0.0642 -0.609
C 2.4207 1.0391 1.5000 -0.591
O 0.0397 -3.2796 1.1648 -0.499
O 2.1130 -2.7449 0.6387 -0.550
Cl 4.1638 -1.9300 1.8376 -0.009
Br 3.9231 -1.9983 -1.2057 0.086
I 2.9878 2.3805 -0.0829 0.095
H -0.0641 -0.7706 2.2222 0.252
H -0.6407 -0.7232 -1.6386 0.214
H 0.8109 -1.5822 -1.5454 0.217
H 0.9424 0.0598 -1.9373 0.227
H 0.0053 2.0042 -0.2286 0.228
H -0.7032 1.1564 1.1204 0.202
H -1.4985 1.0772 -0.4180 0.227
H 3.1854 0.4354 1.9038 0.268
H 1.6513 1.7247 2.0449 0.260
```

(4)
Below is a molecular structure, C47H51NP3PdS2, with properties calculated with ωB97M-V with the def2-TZVPD basis set.

As for the frontier orbital gap: 6.09 eV. For the HOMO energy, the calculation gives -0.132 Ha. Its total charge is -1. As for the LUMO energy: 2.5 eV.

Geometry as XYZ:
```
105
Properties=species:S:1:pos:R:3:lowdin_charge:R:1
Pd -0.0582 0.0571 -0.4123 0.338
S -2.3368 0.0555 0.5516 0.373
P -1.1325 0.3135 2.1496 0.419
C 0.3956 0.6550 1.5820 -0.633
P 1.9573 0.0430 1.4469 0.406
S 2.3389 -0.2745 -0.5071 0.330
C 2.3133 -1.4730 2.4008 -0.334
C 2.5616 -2.6779 1.7544 -0.098
C 2.7541 -3.8353 2.5000 -0.081
C 2.7057 -3.7902 3.8846 -0.095
C 2.4616 -2.5855 4.5338 -0.094
C 2.2628 -1.4322 3.7936 -0.104
C 3.1873 1.2343 2.0793 -0.333
C 4.4631 0.8354 2.4668 -0.085
C 5.3946 1.7798 2.8732 -0.093
C 5.0570 3.1264 2.8898 -0.103
C 3.7880 3.5296 2.4968 -0.088
C 2.8542 2.5854 2.0941 -0.091
C -1.7704 1.7042 3.1528 -0.347
C -0.9098 2.7011 3.5897 -0.089
C -1.3932 3.7561 4.3554 -0.088
C -2.7409 3.8183 4.6748 -0.102
C -3.6072 2.8246 4.2316 -0.090
C -3.1236 1.7700 3.4751 -0.091
C -1.3549 -1.0577 3.3400 -0.312
C -2.0320 -2.2217 3.0062 -0.098
C -2.1534 -3.2459 3.9383 -0.080
C -1.6071 -3.1062 5.2049 -0.096
C -0.9414 -1.9349 5.5479 -0.097
C -0.8172 -0.9158 4.6190 -0.102
H 2.5789 -2.7006 0.6712 0.062
H 2.9366 -4.7749 1.9933 0.099
H 2.8539 -4.6944 4.4623 0.095
H 2.4169 -2.5509 5.6152 0.099
H 2.0714 -0.4893 4.2942 0.107
H 4.7230 -0.2170 2.4502 0.107
H 6.3850 1.4656 3.1782 0.097
H 5.7861 3.8613 3.2082 0.094
H 3.5276 4.5807 2.5030 0.098
H 1.8565 2.8699 1.7758 0.085
H 0.1342 2.6425 3.3031 0.080
H -0.7186 4.5332 4.6931 0.097
H -3.1204 4.6441 5.2640 0.094
H -4.6612 2.8804 4.4735 0.097
H -3.7940 0.9975 3.1150 0.100
H -2.4579 -2.3151 2.0145 0.063
H -2.6768 -4.1556 3.6718 0.100
H -1.7021 -3.9057 5.9294 0.095
H -0.5206 -1.8184 6.5390 0.099
H -0.3109 0.0051 4.8877 0.105
C -3.3213 2.9533 -1.5511 -0.132
C -1.8465 3.3560 -1.5812 -0.538
C -1.4157 3.7980 -0.1750 -0.144
P -0.6597 1.9961 -2.1193 1.052
C 0.3898 2.9950 -3.2965 -0.565
C 1.2834 2.0622 -4.1076 -0.131
C 1.2376 3.9895 -2.5020 -0.135
C -1.5746 0.8939 -3.2464 -0.310
C -2.3916 1.3734 -4.2687 -0.085
C -3.0650 0.5439 -5.1518 -0.301
C -3.9402 1.0945 -6.2494 -0.075
C -2.8982 -0.8327 -4.9736 -0.062
C -2.0850 -1.3465 -3.9875 -0.035
C -1.3661 -0.5085 -3.0986 -0.338
N -0.5270 -1.0146 -2.1570 -0.092
C 0.0786 -2.2644 -2.3267 -0.252
C 0.0061 -3.2574 -1.3258 -0.212
C -0.8530 -3.0705 -0.1082 -0.089
C 0.7040 -4.4507 -1.4685 -0.035
C 1.4622 -4.7358 -2.5936 -0.294
C 2.2176 -6.0336 -2.7324 -0.070
C 1.5048 -3.7734 -3.5884 -0.031
C 0.8467 -2.5545 -3.4779 -0.201
C 1.0100 -1.5505 -4.5838 -0.038
H -3.8996 3.7238 -1.0314 0.072
H -3.4587 2.0164 -1.0126 0.017
H -3.7381 2.8319 -2.5497 0.053
H -1.7298 4.1966 -2.2771 0.093
H -1.6105 2.9883 0.5323 0.037
H -1.9738 4.6806 0.1515 0.074
H -0.3490 4.0212 -0.1260 0.050
H -0.2664 3.5476 -3.9812 0.097
H 1.8103 1.3691 -3.4465 0.063
H 2.0337 2.6319 -4.6636 0.072
H 0.6950 1.4837 -4.8214 0.064
H 1.8352 3.4573 -1.7561 0.075
H 0.6235 4.7270 -1.9860 0.053
H 1.9205 4.5249 -3.1675 0.069
H -2.4911 2.4500 -4.3861 0.103
H -3.9840 2.1830 -6.1963 0.065
H -4.9629 0.7166 -6.1758 0.069
H -3.5632 0.8243 -7.2392 0.068
H -3.4275 -1.5203 -5.6273 0.105
H -1.9762 -2.4195 -3.8777 0.114
H -1.7724 -2.5386 -0.3756 0.040
H -0.3632 -2.4687 0.6620 0.041
H -1.0938 -4.0408 0.3337 0.076
H 0.6328 -5.1901 -0.6753 0.107
H 2.0354 -6.6817 -1.8745 0.064
H 3.2941 -5.8614 -2.8004 0.071
H 1.9157 -6.5752 -3.6317 0.070
H 2.0996 -3.9604 -4.4791 0.112
H 1.9845 -1.6618 -5.0619 0.078
H 0.9227 -0.5399 -4.1982 0.040
H 0.2364 -1.6750 -5.3471 0.083
```

Summary of calculated total energy in eV
-8404.753; -20109.699; -103198.210; -104078.331
(order as listed above)
Summary of max |F| in hartree/bohr
0.012; 0.104; 0.086; 0.012
(order as listed above)